1.
Entry from the Open Molecules 2025 dataset: a cluster of 8 separate species, C28H56Br4O12S6 in total in a non-equilibrium geometry (wB97M-V/def2-TZVPD).

```
106
C28H56Br4O12S6, DFT wB97M-V/def2-TZVPD
C 4.2290 -2.7175 -5.3276
C 3.3809 -1.6823 -6.0911
C 2.7737 -0.6182 -5.1692
S 3.1116 -1.2131 -3.3714
O 1.8341 -1.2733 -2.6470
O 4.2107 -0.4457 -2.7889
C 3.6135 -2.9492 -3.8712
H 5.1962 -2.2446 -5.1572
H 4.4370 -3.6906 -5.7723
H 2.4958 -2.0872 -6.5818
H 4.0663 -1.2688 -6.8311
H 1.6857 -0.5664 -5.2100
H 3.2174 0.3693 -5.2959
H 2.7068 -3.5484 -3.9545
H 4.1748 -3.2430 -2.9843
C -0.9320 0.9034 4.1545
C -0.0867 1.9322 4.9421
C 0.9348 1.2112 5.9305
S 1.5901 -0.2056 4.9182
O 1.6953 -1.2913 5.9346
O 2.7078 0.2270 4.1068
C -0.0348 -0.3355 3.9091
H -1.3223 1.2822 3.2099
H -1.7516 0.5872 4.7998
H -0.6091 2.7109 5.4979
H 0.5367 2.4385 4.2052
H 0.4503 0.8417 6.8343
H 1.9076 1.6718 6.1025
H -0.6671 -1.1534 4.2548
H 0.3534 -0.6521 2.9410
C 5.4367 0.5006 1.3521
C 5.9441 -0.6215 2.1920
C 4.8337 -1.6173 2.2654
S 3.7780 -1.5316 0.7102
O 2.3706 -1.0756 0.9760
O 4.1149 -2.7313 -0.0626
C 4.7653 -0.0595 0.1337
H 6.2391 1.2235 1.2053
H 4.7405 1.0790 1.9594
H 6.1740 -0.2772 3.2003
H 6.8613 -0.9779 1.7232
H 4.1112 -1.4965 3.0725
H 5.1699 -2.6317 2.4798
H 4.0741 0.5536 -0.4447
H 5.4308 -0.5089 -0.6033
C -5.2131 -2.8319 -3.2400
C -4.1362 -2.8646 -4.3657
C -4.1384 -1.5574 -5.1331
S -4.4097 -0.3237 -3.7014
O -5.5541 0.5375 -4.1377
O -3.1051 0.1488 -3.2561
C -5.1452 -1.5251 -2.4758
H -5.0552 -3.7114 -2.6158
H -6.1650 -3.0259 -3.7345
H -4.2513 -3.7239 -5.0264
H -3.2012 -2.8517 -3.8056
H -4.9693 -1.5333 -5.8383
H -3.2098 -1.2177 -5.5916
H -6.1509 -1.1817 -2.2333
H -4.4642 -1.6483 -1.6337
C 0.1044 5.1536 1.3128
C -0.4259 6.4948 0.7662
C 0.7281 7.4896 0.9012
S 2.3178 6.5521 0.9649
O 2.8820 6.6951 2.2752
O 3.1223 6.8932 -0.1823
C 1.4907 4.9798 0.7400
H -0.3826 4.1831 1.2178
H 0.2015 5.2658 2.3926
H -1.3022 6.8026 1.3366
H -0.6634 6.3674 -0.2900
H 0.6866 8.2012 1.7258
H 0.8027 8.0078 -0.0548
H 2.0829 4.1564 1.1392
H 1.4303 4.9842 -0.3483
C -3.8394 -1.0838 2.8514
C -4.0142 -2.2516 1.8281
C -5.4815 -2.7535 1.8072
S -6.3769 -1.1461 2.0189
O -7.3903 -1.2224 3.1010
O -6.8183 -0.7164 0.6842
C -4.9236 -0.0726 2.4755
H -2.7858 -0.8116 2.7886
H -4.0912 -1.3601 3.8753
H -3.2762 -3.0149 2.0750
H -3.5935 -1.8132 0.9232
H -5.7566 -3.2650 2.7296
H -5.9038 -3.2738 0.9475
H -5.1468 0.6202 3.2869
H -4.6628 0.5138 1.5945
Br 0.7355 -4.8768 0.8676
C 0.6228 -3.7697 -0.7667
C -0.4587 -2.7079 -0.4767
Br -2.2737 -3.5066 -0.8339
H 0.6014 -4.4081 -1.6498
H 1.6021 -3.2965 -0.8390
H -0.3207 -1.9433 -1.2412
H -0.4972 -2.4603 0.5841
Br -1.5005 0.5002 0.6764
C -0.6753 1.6693 -0.7342
C 0.7299 1.1486 -0.9446
Br 1.5149 2.0081 -2.5303
H -0.6388 2.6787 -0.3246
H -1.2923 1.4787 -1.6123
H 0.7240 0.0649 -1.0617
H 1.3308 1.3384 -0.0552
```

Output
Structure (SMILES): O=S1(=O)CCCC1.O=S1(=O)CCCC1.O=S1(=O)CCCC1.O=S1(=O)CCCC1.O=S1(=O)CCCC1.O=S1(=O)CCCC1.BrCCBr.BrCCBr
Gap between HOMO and LUMO, eV: 10.02
Energy relative to the best compared isomer or geometry (same formula, charge and spin), kJ/mol: 167.41

Results of the Mulliken charge analysis, in e, for atoms 1 through 6: -0.65 -0.53 -0.78 1.09 -0.50 -0.68

2.
Entry from the Open Molecules 2025 dataset: a cluster of 3 separate species, C2H8ClN4O2 in total in a non-equilibrium geometry (wB97M-V/def2-TZVPD).

```
17
C2H8ClN4O2, DFT wB97M-V/def2-TZVPD
Cl 0.9896 1.2733 0.6211
C -1.7903 2.9406 -1.5378
O -2.6525 3.3947 -2.2943
N -1.0575 3.7160 -0.6886
N -1.5037 1.6187 -1.4230
H -1.1021 4.7150 -0.6980
H -0.2817 3.2917 -0.1901
H -1.8677 0.9099 -2.0259
H -0.7948 1.3827 -0.7327
C 1.5869 -2.7175 0.7482
O 2.3655 -2.3262 -0.0920
N 0.6826 -1.8982 1.3817
N 1.5698 -4.0359 1.1625
H 0.7005 -0.9127 1.1020
H -0.0173 -2.3037 1.9728
H 0.8059 -4.4276 1.6813
H 2.3669 -4.6209 1.0130
```

Output
Gap between HOMO and LUMO, eV: 8.26
Net charge: -1
Energy relative to the best compared isomer or geometry (same formula, charge and spin), kJ/mol: 0.00

Results of the natural (NBO) charge analysis, in e, for atoms 1 through 6: -0.91 0.77 -0.72 -0.87 -0.87 0.39

3.
Entry from the Open Molecules 2025 dataset: a structure of composition C16H16BF4N7OS2Zr (wB97M-V/def2-TZVPD).

```
48
C16H16BF4N7OS2Zr, DFT wB97M-V/def2-TZVPD
Zr -0.3256 -0.1779 0.2159
C -0.2616 4.0994 -1.5533
C -0.4150 2.6319 -1.3284
N 0.2454 1.9826 -0.4394
N 1.1446 2.6583 0.3377
C 2.1089 1.8725 0.7602
N 3.0441 2.4375 1.5448
S 2.2841 0.2111 0.3246
C -1.4092 1.8578 -2.0789
C -2.1964 2.4438 -3.0535
C -3.1574 1.6839 -3.7018
C -3.2985 0.3534 -3.3594
C -2.4693 -0.1692 -2.3774
N -1.5509 0.5587 -1.7461
H 0.5577 4.4733 -0.9500
H -1.1825 4.6081 -1.2579
H -0.0702 4.3205 -2.6043
H 3.0034 3.4232 1.7352
H 3.8171 1.8869 1.8661
H -2.0637 3.4879 -3.2955
H -3.7873 2.1315 -4.4592
H -4.0359 -0.2787 -3.8317
H -2.5548 -1.2028 -2.0796
N -4.7729 0.8087 0.1659
C -3.5642 0.3235 0.5877
S -2.3151 1.4855 0.9415
N -3.4277 -0.9613 0.6676
N -2.1511 -1.2825 1.1235
C -2.0665 -2.1607 2.0456
C -0.8472 -2.3979 2.7977
C -0.6982 -3.5694 3.5441
C 0.3969 -3.7612 4.3580
C 1.3508 -2.7469 4.4607
C 1.2114 -1.5695 3.7558
C 0.1218 -1.3780 2.9021
O 0.0045 -0.2418 2.2147
H -4.9366 1.7865 0.3302
H -5.5636 0.1927 0.2678
H -2.9699 -2.7005 2.3270
H -1.4607 -4.3364 3.4690
H 0.5115 -4.6800 4.9162
H 2.2122 -2.8833 5.1024
H 1.9421 -0.7746 3.8244
F 0.6582 -1.1464 -1.7648
B 0.3435 -2.4386 -1.2162
F 0.7919 -2.3230 0.1461
F -1.0659 -2.3858 -1.0931
F 0.8407 -3.4792 -1.8951
```

Output
Gap between HOMO and LUMO, eV: 7.25
Energy relative to the best compared isomer or geometry (same formula, charge and spin), kJ/mol: 131.50

Results of the Mulliken charge analysis, in e, for atoms 1 through 6: 1.02 -1.69 0.61 1.03 -1.53 0.73

4.
Entry from the Open Molecules 2025 dataset: a structure of composition C31H23Cl3NP2S3TeTi in a non-equilibrium geometry (wB97M-V/def2-TZVPD).

```
65
C31H23Cl3NP2S3TeTi, DFT wB97M-V/def2-TZVPD
Ti -0.0883 -2.4881 0.2212
S 2.2786 -1.8345 0.7579
P 1.4222 -0.1777 -0.0341
C 0.1281 -0.6737 -0.9790
P -1.5185 -0.3366 -0.9631
S -2.4799 -1.8351 -0.0018
C -2.0073 1.2772 -0.2716
C -2.5955 1.3863 0.9797
C -2.9100 2.6363 1.4877
C -2.6461 3.7754 0.7456
C -2.0525 3.6677 -0.5058
C -1.7286 2.4240 -1.0106
C -2.1456 -0.2465 -2.6557
C -1.2989 -0.5488 -3.7116
C -1.7757 -0.5029 -5.0116
C -3.0947 -0.1544 -5.2514
C -3.9448 0.1423 -4.1927
C -3.4732 0.0939 -2.8936
C 2.6520 0.7881 -0.9482
C 3.8991 1.0443 -0.3916
C 4.8069 1.8307 -1.0769
C 4.4710 2.3586 -2.3168
C 3.2300 2.0947 -2.8752
C 2.3195 1.3064 -2.1915
C 0.9851 0.9417 1.3407
C 0.5197 0.3925 2.5314
C 0.0892 1.2172 3.5579
C 0.1077 2.5942 3.3959
C 0.5557 3.1460 2.2045
C 0.9986 2.3243 1.1818
H -2.8007 0.4884 1.5515
H -3.3622 2.7164 2.4677
H -2.8980 4.7503 1.1433
H -1.8400 4.5564 -1.0865
H -1.2651 2.3361 -1.9874
H -0.2766 -0.8380 -3.4984
H -1.1177 -0.7510 -5.8341
H -3.4683 -0.1221 -6.2670
H -4.9780 0.4049 -4.3822
H -4.1316 0.3147 -2.0610
H 4.1517 0.6193 0.5731
H 5.7799 2.0296 -0.6469
H 5.1846 2.9722 -2.8512
H 2.9718 2.4971 -3.8460
H 1.3480 1.0754 -2.6140
H 0.5216 -0.6914 2.6794
H -0.2555 0.7719 4.4828
H -0.2310 3.2397 4.1966
H 0.5602 4.2207 2.0685
H 1.3478 2.7617 0.2553
Te -0.4865 -4.1795 2.3617
C 0.3423 -3.1442 4.0057
C 1.6536 -2.8875 4.2884
C 1.8423 -2.1520 5.4818
C 0.6731 -1.8569 6.1084
S -0.6706 -2.4769 5.2341
H 2.4554 -3.1993 3.6380
H 2.8097 -1.8530 5.8571
H 0.5352 -1.3158 7.0290
Cl -1.0787 -7.4089 -0.6967
C 0.2289 -6.5194 -1.3802
Cl 1.7852 -7.2579 -1.2970
Cl -0.2569 -6.5788 -3.7814
C 0.1698 -5.1636 -1.2171
N 0.0525 -4.0018 -1.0968
```

Output
Gap between HOMO and LUMO (spin up / spin down), eV: 6.92 / 6.60
Multiplicity: 3
Net charge: -1
Energy relative to the best compared isomer or geometry (same formula, charge and spin), kJ/mol: 0.00

Results of the natural (NBO) charge analysis, in e, for atoms 1 through 6: 0.98 -0.51 1.40 -1.57 1.45 -0.50

5.
Entry from the Open Molecules 2025 dataset: a cluster of 16 separate species, C5H41NO15 in total in a non-equilibrium geometry (wB97M-V/def2-TZVPD).

```
62
C5H41NO15, DFT wB97M-V/def2-TZVPD
C -2.6689 -0.2395 -0.1333
N 0.0677 0.2179 -0.9806
C -1.0365 0.8033 -1.6729
C -2.3057 0.5768 -1.3345
C -3.4985 1.2577 -1.9489
C -0.6467 1.8759 -2.6597
H -2.7912 0.2986 0.8211
H -2.0091 -1.0379 0.2462
H -3.5552 -0.8717 -0.2174
H -0.0241 -0.7424 -0.6643
H 0.8171 0.2142 -1.6688
H -3.3383 1.5099 -2.9938
H -3.6650 2.1773 -1.3811
H -4.4276 0.7290 -1.7835
H 0.2960 2.3606 -2.3966
H -0.7607 1.6358 -3.7119
H -1.3029 2.7096 -2.3859
H -1.7203 2.5522 3.3633
H -0.2463 2.2393 3.1397
O -0.8692 2.5483 3.8140
H -0.0322 3.4145 -0.7014
H -0.2556 4.6592 0.0920
O -0.3091 4.3331 -0.8158
H 3.1217 -0.1539 3.1853
H 3.0414 1.1642 2.4693
O 3.0395 0.2141 2.2955
H -1.6269 2.9626 1.0283
H -2.7742 3.8033 0.5525
O -2.2750 3.6015 1.3624
H -1.0371 -4.9194 0.9302
H -0.1832 -3.7217 0.5250
O -0.3774 -4.3039 1.2642
H 2.4021 -2.0928 -2.5459
H 1.9357 -2.2461 -1.1201
O 1.6947 -2.4938 -2.0218
H 0.3607 -3.6688 3.2724
H 0.9110 -2.1864 2.8231
O 0.6843 -2.8028 3.5202
H 3.9871 -0.1107 -2.3732
H 4.3708 -1.3715 -1.5347
O 4.3012 -1.0257 -2.4449
H -1.2579 -0.5895 1.7652
H -0.7905 -0.6827 3.2546
O -0.4886 -0.5544 2.3477
H -2.2334 -2.7846 -1.7324
H -3.5554 -3.1411 -2.5016
O -3.1814 -2.9183 -1.6484
H 0.6999 1.3507 1.8113
H 0.3420 1.6225 0.4043
O 0.7000 2.0892 1.1806
H -0.3182 -3.2247 -4.1507
H -0.0815 -2.5580 -2.7877
O -0.6745 -3.1795 -3.2585
H 0.8730 -1.0510 4.9176
H 0.6331 0.4706 4.8187
O 1.0462 -0.2779 4.3660
H 3.2558 2.0568 -1.2216
H 3.0252 2.0916 -2.7659
O 3.1417 1.5137 -2.0071
H 4.1472 -2.0043 0.9652
H 3.5163 -0.6898 0.7857
O 3.9070 -1.4092 0.2434
```

Output
Gap between HOMO and LUMO, eV: 8.44
Energy relative to the best compared isomer or geometry (same formula, charge and spin), kJ/mol: 253.99

Results of the natural (NBO) charge analysis, in e, for atoms 1 through 6: -0.66 -0.86 0.16 -0.07 -0.63 -0.69

6.
Entry from the Open Molecules 2025 dataset: a structure of composition C17H22N3O7STa in a non-equilibrium geometry (wB97M-V/def2-TZVPD).

```
51
C17H22N3O7STa, DFT wB97M-V/def2-TZVPD
Ta -0.6834 -0.1385 -0.2785
C -0.9977 -3.7580 0.6044
C -0.0868 -3.3333 1.6479
C -0.3419 -2.0433 1.9738
C -1.4484 -1.5566 1.1155
C -1.8101 -2.7231 0.2801
H -1.0434 -4.7506 0.1806
H 0.6448 -3.9674 2.1290
H 0.1396 -1.4615 2.7459
H -2.2833 -1.0856 1.6312
H -2.6414 -2.7423 -0.4102
N -0.9273 -0.1014 -2.8498
C -2.2799 0.1662 -3.4444
C -2.9295 1.4132 -2.7663
C -2.3531 1.2428 -1.4279
O -1.2948 1.8128 -1.0495
O -2.6454 0.1563 -0.7547
H -0.2855 0.6183 -3.1787
H -0.5927 -0.9810 -3.2301
H -2.8923 -0.7086 -3.2424
H -2.2138 0.3127 -4.5207
H -4.0135 1.3360 -2.7898
H -2.5969 2.3512 -3.2055
O 0.8943 4.6493 3.0887
C -0.3810 4.3254 3.3149
O -1.1022 4.9799 4.0036
C -0.9209 3.0847 2.6668
C -2.2466 2.6997 2.8138
N -2.4221 1.5784 2.0965
N -1.2857 1.1853 1.5140
C -0.3814 2.1016 1.8425
C 0.9184 1.8979 1.1865
O 1.8902 2.5784 1.1967
O 0.8550 0.7100 0.4744
H 1.3312 4.0371 2.4779
H -3.0403 3.1543 3.3848
H -3.2590 1.0206 2.0145
O 0.5552 -1.4332 -1.0287
S 1.9170 -2.0199 -1.5695
C 2.8775 -2.4539 -0.1059
C 3.7965 -1.2714 0.1927
C 4.2163 -0.7286 -1.1681
C 2.9195 -0.5555 -1.9603
H 3.4207 -3.3555 -0.3985
H 2.1456 -2.7165 0.6545
H 4.6451 -1.6035 0.7881
H 3.2585 -0.5131 0.7639
H 4.8806 -1.4321 -1.6732
H 4.7334 0.2279 -1.1083
H 3.0229 -0.4926 -3.0414
H 2.3377 0.2872 -1.5809
```

Output
Gap between HOMO and LUMO, eV: 7.79
Net charge: +2
Energy relative to the best compared isomer or geometry (same formula, charge and spin), kJ/mol: 209.74

Results of the natural (NBO) charge analysis, in e, for atoms 1 through 6: 2.44 -0.19 -0.22 -0.20 -0.69 -0.23

7.
Entry from the Open Molecules 2025 dataset: a cluster of 7 separate species, CH16F3O6P in total (wB97M-V/def2-TZVPD).

```
27
CH16F3O6P, DFT wB97M-V/def2-TZVPD
F -1.4162 -0.0506 -3.0560
C -0.3274 -0.8656 -3.0302
F -0.4429 -1.6699 -4.1163
F -0.4806 -1.6693 -1.9403
P 1.4425 0.0308 -2.9878
H 1.9432 -1.1400 -3.5847
H 1.4030 0.0746 -1.5929
H 0.9602 1.0525 -3.8250
H 2.7749 0.6343 -2.9916
O -0.5896 2.1306 -1.5005
H -1.3828 1.6059 -1.6674
H -0.9214 2.9874 -1.2143
O 1.4291 -0.9782 0.5400
H 1.7947 -1.4424 1.3012
H 0.5407 -1.3448 0.4526
O -0.5631 -2.1173 2.3074
H -1.0375 -2.7840 2.8126
H -1.2589 -1.5430 1.9631
O -1.6025 0.4926 3.4835
H -1.7197 0.5383 4.4367
H -0.6484 0.5837 3.3518
O 1.6634 0.9770 2.8704
H 1.5740 0.3167 2.1715
H 2.5661 0.9070 3.1909
O -2.1454 1.0333 0.5834
H -2.3096 0.8669 1.5209
H -1.2458 1.3734 0.5210
```

Output
Structure (SMILES): FC(F)(F)[PH4].O.O.O.O.O.O
Gap between HOMO and LUMO, eV: 9.19

Results of the natural (NBO) charge analysis, in e, for atoms 1 through 6: -0.36 0.64 -0.35 -0.36 0.55 0.00

8.
Entry from the Open Molecules 2025 dataset: an isolated molecule of C4HClN2 in a non-equilibrium geometry (wB97M-V/def2-TZVPD).

```
8
C4HClN2, DFT wB97M-V/def2-TZVPD
C -0.9486 0.2794 0.9027
C -0.0479 0.4236 2.1541
C -0.4417 0.0012 -0.2389
C 0.6993 -0.3632 -1.9366
N 1.4144 -0.9370 -2.6124
N -0.0519 0.4601 -1.2374
Cl 1.4196 -0.5071 2.1556
H -2.0432 0.6430 0.8129
```

Output
Gap between HOMO and LUMO (spin up / spin down), eV: 8.32 / 8.10
Multiplicity: 3
Energy relative to the best compared isomer or geometry (same formula, charge and spin), kJ/mol: 55.52

Results of the natural (NBO) charge analysis, in e, for atoms 1 through 6: -0.45 0.10 0.43 0.38 -0.32 -0.45